No. 1
Below is a molecular structure, C36H69I2N4O5, with properties calculated with ωB97M-V/def2-TZVPD.

```
116
Properties=species:S:1:pos:R:3:mulliken_charge:R:1
C 7.807 -1.011 2.029 -0.7913
C 7.037 -1.170 0.694 0.0281
I 8.172 -2.470 -0.587 0.0791
C 6.807 0.223 0.075 -1.5150
I 6.538 0.355 -2.057 0.0982
C 5.706 0.968 0.828 0.1042
C 5.756 2.467 0.589 0.3975
O 6.725 3.125 0.340 -0.6691
O 4.523 2.987 0.726 -0.4384
C 3.613 1.967 0.226 -0.8206
C 4.176 0.632 0.720 0.8255
C 3.707 -0.544 -0.149 -0.9571
C 2.324 -1.109 0.253 -0.4590
N 1.416 -0.105 0.854 -0.4781
H 7.332 -1.587 2.827 0.2796
H 7.821 0.038 2.351 0.0616
H 8.843 -1.339 1.943 0.4254
H 6.091 -1.672 0.881 0.3824
H 7.733 0.790 0.215 0.7710
H 5.952 0.828 1.891 0.1385
H 3.665 1.999 -0.869 0.3562
H 2.607 2.207 0.555 0.3632
H 3.825 0.475 1.748 0.3704
H 3.660 -0.214 -1.193 0.3902
H 4.425 -1.366 -0.137 0.2623
H 1.855 -1.511 -0.653 0.1235
H 2.452 -1.958 0.932 0.3784
H 1.143 -0.427 1.776 0.2228
H 0.549 -0.119 0.325 0.1946
C 7.556 4.722 3.224 -1.6023
C 7.152 3.859 4.426 1.8314
C 5.645 3.944 4.667 -0.9768
C 5.208 5.313 5.184 -0.6256
C 5.988 5.718 6.437 -1.2808
C 7.511 5.576 6.319 1.5734
N 7.844 4.254 5.697 0.5137
O 7.899 3.296 6.557 -0.6204
C 8.118 6.742 5.527 -1.7108
C 8.137 5.605 7.709 -1.8181
C 7.563 2.430 4.090 -1.7016
H 7.257 4.196 2.320 0.1625
H 7.069 5.692 3.192 0.2770
H 8.636 4.874 3.191 0.3787
H 5.361 3.179 5.397 0.4962
H 5.129 3.705 3.733 0.0974
H 5.315 6.071 4.404 0.3122
H 4.144 5.281 5.426 0.4230
H 5.766 6.756 6.695 0.3821
H 5.645 5.105 7.276 0.3931
H 9.185 6.580 5.373 0.3744
H 7.993 7.662 6.099 0.4712
H 7.656 6.906 4.559 0.2831
H 7.668 4.893 8.383 0.3784
H 8.016 6.606 8.124 0.4201
H 9.202 5.376 7.662 0.4353
H 8.628 2.380 3.857 0.5580
H 7.006 2.116 3.204 -0.0140
H 7.354 1.737 4.901 0.4773
C -4.227 -3.147 0.766 -1.8075
C -3.652 -1.819 0.255 1.8699
C -4.638 -1.123 -0.682 -1.4692
C -4.812 -1.853 -2.011 0.1930
C -3.471 -2.085 -2.705 -1.6902
C -2.384 -2.701 -1.816 1.8927
N -2.358 -2.001 -0.488 0.5270
O -1.642 -0.931 -0.505 -0.6280
C -2.593 -4.213 -1.652 -1.7456
C -1.018 -2.509 -2.467 -1.9249
C -3.375 -0.959 1.482 -1.9558
H -4.963 -2.928 1.539 0.4793
H -4.740 -3.728 0.006 0.2842
H -3.447 -3.766 1.211 0.3564
H -4.281 -0.107 -0.877 0.3750
H -5.597 -1.028 -0.168 0.4281
H -5.337 -2.803 -1.866 0.1616
H -5.451 -1.260 -2.668 0.2287
H -3.608 -2.737 -3.570 0.3774
H -3.108 -1.128 -3.091 0.3889
H -1.869 -4.623 -0.947 0.3675
H -2.439 -4.698 -2.616 0.4791
H -3.588 -4.487 -1.317 0.2828
H -0.841 -1.473 -2.744 0.3876
H -0.973 -3.118 -3.370 0.4421
H -0.218 -2.826 -1.797 0.4124
H -2.716 -1.481 2.177 0.4383
H -4.320 -0.761 1.989 0.4121
H -2.918 -0.009 1.222 0.4047
C -9.458 -3.498 -3.171 -1.7926
C -9.106 -2.144 -3.805 1.6364
C -10.242 -1.650 -4.699 -1.3702
C -10.406 -2.488 -5.965 -0.5129
C -9.095 -2.587 -6.748 -1.1860
C -7.876 -2.994 -5.911 1.4184
N -7.858 -2.205 -4.635 0.9603
O -7.293 -1.055 -4.770 -0.6455
C -7.866 -4.505 -5.642 -1.6416
C -6.597 -2.667 -6.674 -1.7511
C -8.861 -1.174 -2.656 -1.9176
H -10.160 -3.325 -2.355 0.4767
H -9.940 -4.194 -3.851 0.3346
H -8.571 -3.976 -2.755 0.2989
H -10.040 -0.612 -4.981 0.3859
H -11.167 -1.647 -4.118 0.3734
H -10.783 -3.485 -5.723 0.2959
H -11.163 -2.028 -6.603 0.4011
H -9.201 -3.310 -7.561 0.3671
H -8.891 -1.619 -7.214 0.3979
H -7.046 -4.764 -4.971 0.3231
H -7.712 -5.032 -6.583 0.4810
H -8.788 -4.885 -5.215 0.2956
H -6.582 -1.638 -7.024 0.3779
H -6.530 -3.327 -7.540 0.4475
H -5.719 -2.826 -6.049 0.2742
H -8.087 -1.558 -1.988 0.3888
H -9.784 -1.066 -2.085 0.4853
H -8.554 -0.193 -3.007 0.4178
```

- charge = 0
- relative energy (zero: lowest compared OMol25 entry of this formula, charge and spin) (kcal/mol) = 0.0
- DFT total energy (Ha) = -2603.55058
- LUMO energy (spin up / spin down) (eV) = 0.32 / 0.25
- HOMO-LUMO gap (spin up / spin down) (eV) = 8.26 / 9.02
- HOMO level (spin up / spin down) (eV) = -7.94 / -8.77
- multiplicity = 4

***

No. 2
Below is 7 unconnected molecules or ions with the total composition C36H70BBr2IN9O10S, with properties calculated with ωB97M-V/def2-TZVPD.

```
130
Properties=species:S:1:pos:R:3:mulliken_charge:R:1
C 3.571 -0.325 2.149 -1.4589
C 3.291 -0.032 0.708 0.8775
Br 3.514 -1.567 -0.391 -0.1293
C 2.932 1.134 0.192 -0.3435
Br 2.790 2.642 1.379 -0.2304
C 2.602 1.498 -1.252 -0.6378
O 3.395 0.998 -2.274 -0.6452
B 2.440 0.660 -3.349 1.5328
C 1.884 -0.926 -3.326 -1.1614
C 0.721 -1.242 -4.303 -0.4683
C -0.589 -1.599 -3.583 0.2446
C -1.810 -1.478 -4.539 -1.1149
C -3.038 -0.737 -3.981 -1.0835
C -3.306 0.655 -4.605 -0.5494
C -3.131 1.805 -3.610 -0.8387
S -4.764 2.595 -3.343 -0.2481
C -4.402 3.900 -2.266 0.5228
N -4.336 5.142 -2.528 -0.1492
N -4.016 5.795 -1.358 -0.6022
C -3.914 4.891 -0.472 0.0865
O -4.155 3.672 -0.944 -0.2377
C 2.981 0.864 -4.890 -0.3410
C 3.987 1.951 -5.092 -0.3443
O 5.053 2.034 -4.497 -0.6380
N 3.652 2.921 -6.088 -0.0232
C 4.720 3.905 -6.266 -0.9824
C 2.375 3.587 -5.793 -0.9529
O 1.202 1.499 -3.082 -0.3367
C 1.079 1.518 -1.720 -0.4928
I 0.353 3.559 -1.335 -0.1784
H 3.430 0.532 2.787 0.2790
H 4.579 -0.724 2.208 0.3014
H 2.915 -1.135 2.445 0.3200
H 2.822 2.570 -1.259 0.7626
H 2.760 -1.539 -3.562 0.4194
H 1.551 -1.237 -2.334 0.0903
H 0.998 -2.170 -4.801 0.1313
H 0.515 -0.438 -5.002 0.4121
H -0.532 -2.603 -3.195 -0.1728
H -0.775 -0.942 -2.729 0.2024
H -1.482 -0.997 -5.456 0.4707
H -2.129 -2.492 -4.767 0.4159
H -3.922 -1.335 -4.196 0.3697
H -3.001 -0.627 -2.901 0.6462
H -4.304 0.684 -5.039 0.5571
H -2.604 0.813 -5.418 0.3124
H -2.436 2.553 -3.971 0.3382
H -2.745 1.456 -2.662 0.4926
H -3.665 4.993 0.562 0.4269
H 3.407 -0.076 -5.231 0.3439
H 2.155 1.061 -5.568 0.2314
H 4.846 4.494 -5.355 0.3374
H 4.420 4.560 -7.081 0.3648
H 5.633 3.411 -6.571 0.3003
H 2.262 3.845 -4.738 0.2778
H 2.328 4.493 -6.389 0.4238
H 1.538 2.975 -6.112 0.2739
H 0.436 0.746 -1.305 0.6086
C 0.022 -5.526 -4.404 0.0726
O -0.501 -4.433 -4.445 -0.4985
N 0.234 -6.227 -3.272 0.1423
C 0.865 -7.528 -3.274 -0.9373
C -0.188 -5.641 -2.009 -0.8586
H 0.381 -6.044 -5.311 0.2418
H 0.187 -8.274 -2.851 0.3379
H 1.778 -7.501 -2.675 0.3386
H 1.120 -7.821 -4.291 0.2805
H -1.262 -5.454 -2.028 0.2926
H 0.321 -4.689 -1.853 0.2127
H 0.050 -6.318 -1.192 0.3620
C 2.890 -2.505 5.384 -0.0085
O 3.556 -2.531 4.364 -0.6659
N 3.301 -1.937 6.536 0.2262
C 2.482 -1.923 7.725 -0.6572
C 4.617 -1.316 6.560 -0.8794
H 1.882 -2.945 5.442 0.4040
H 2.283 -0.891 8.029 0.3359
H 2.998 -2.439 8.541 0.3248
H 1.538 -2.426 7.534 0.0184
H 4.657 -0.528 5.812 0.2974
H 5.376 -2.064 6.318 0.2872
H 4.816 -0.897 7.544 0.3836
C -0.405 -4.499 7.080 0.0473
O 0.623 -4.588 6.431 -0.5541
N -1.530 -3.908 6.650 0.1571
C -2.722 -3.829 7.469 -0.7417
C -1.545 -3.328 5.312 -0.8175
H -0.490 -4.909 8.103 0.2617
H -3.551 -4.332 6.968 0.3058
H -2.992 -2.786 7.631 0.2156
H -2.546 -4.308 8.432 0.2982
H -1.328 -4.107 4.580 0.3170
H -0.773 -2.562 5.236 0.2339
H -2.515 -2.887 5.104 0.3456
C -4.859 -0.563 5.813 0.0838
O -4.189 -1.560 5.618 -0.6033
N -5.959 -0.520 6.585 0.1097
C -6.718 0.700 6.779 -0.9177
C -6.396 -1.740 7.243 -0.8612
H -4.609 0.409 5.357 0.2879
H -6.738 0.961 7.839 0.3361
H -7.743 0.560 6.429 0.3355
H -6.265 1.517 6.223 0.2918
H -5.608 -2.110 7.900 0.2254
H -6.606 -2.508 6.498 0.2914
H -7.292 -1.543 7.826 0.3737
C 5.976 2.361 5.306 0.1147
O 5.219 1.413 5.355 -0.5990
N 7.312 2.277 5.449 0.1174
C 8.172 3.440 5.377 -0.9363
C 7.901 0.969 5.679 -0.8749
H 5.619 3.391 5.131 0.2389
H 8.888 3.324 4.562 0.3399
H 8.719 3.558 6.316 0.3331
H 7.580 4.335 5.199 0.2875
H 7.662 0.303 4.849 0.2845
H 7.492 0.534 6.592 0.2561
H 8.980 1.063 5.771 0.3671
C -5.118 3.234 -7.180 0.4784
O -4.682 2.509 -8.054 -0.6503
N -6.080 4.161 -7.363 0.0872
C -6.553 4.997 -6.276 -0.6073
C -6.649 4.323 -8.688 -0.9597
H -4.763 3.198 -6.139 -0.0202
H -7.624 4.838 -6.124 0.3221
H -6.381 6.049 -6.512 0.3350
H -6.025 4.752 -5.356 0.0370
H -7.102 3.385 -9.015 0.2914
H -5.866 4.588 -9.399 0.2897
H -7.405 5.104 -8.669 0.3794
```

- charge = -1
- DFT total energy (Ha) = -8527.74724
- LUMO energy (eV) = 1.50
- HOMO-LUMO gap (eV) = 6.01
- HOMO level (eV) = -4.50
- multiplicity = 1

***

Which value of charge does entry 2 give?
-1

***

Which value of multiplicity does entry 1 give?
4

***

Which of these has the lowest multiplicity?
C36H70BBr2IN9O10S

***

multiplicity of number 1 (C36H69I2N4O5)?
4